Molecular formula: C28H38BeBr2FMgN5O11
Method: DFT, wB97M-V/def2-TZVPD

For the calculated total energy, the calculation gives -7653.02964 hartree. For the molecular weight, the calculation gives 832.76 g/mol.

Geometry as XYZ:
```
87
C28H38BeBr2FMgN5O11, DFT wB97M-V/def2-TZVPD
O -1.832 -3.281 4.315
C -1.433 -2.190 3.990
C -2.392 -1.008 3.786
N -2.750 -0.835 2.373
Br -3.949 0.655 2.348
C -1.556 -0.425 1.582
Br -1.889 1.109 0.477
C -1.257 -1.359 0.465
O -1.145 -0.683 -0.625
O -1.141 -2.552 0.553
C 0.003 -1.854 3.788
C 0.490 -0.723 4.403
C 1.792 -0.368 4.186
C 2.555 -1.137 3.375
C 2.076 -2.268 2.776
C 0.773 -2.639 2.979
H -2.005 -0.111 4.259
H -3.299 -1.265 4.315
H -0.698 -0.181 2.198
H -0.119 -0.096 5.025
H 2.215 0.506 4.645
H 3.571 -0.866 3.158
H 2.671 -2.868 2.116
H 0.343 -3.504 2.512
N 1.927 -0.382 -3.288
C 0.590 -0.462 -3.076
C -0.038 0.443 -3.923
C 0.963 1.079 -4.666
C 2.177 0.550 -4.252
H 2.626 -0.915 -2.801
H 0.186 -1.139 -2.345
H -1.098 0.619 -3.978
H 0.832 1.844 -5.413
H 3.185 0.766 -4.563
C -3.887 -2.383 7.990
O -2.863 -2.349 8.634
N -3.944 -2.773 6.686
N -5.110 -2.015 8.543
H -4.791 -2.801 6.150
H -3.082 -3.049 6.247
H -5.106 -1.718 9.504
H -5.978 -2.031 8.029
C 1.837 4.393 -2.211
C 1.604 3.074 -1.873
C 0.317 2.570 -1.949
C -0.741 3.379 -2.369
C -0.509 4.701 -2.707
C 0.785 5.192 -2.621
H 2.865 4.789 -2.152
H 2.424 2.441 -1.558
H 0.131 1.538 -1.685
H -1.747 2.977 -2.433
H -1.320 5.335 -3.036
H 0.982 6.250 -2.889
Mg -7.702 -1.773 9.090
N 5.788 0.520 3.830
O 5.042 0.563 4.813
O 5.320 0.720 2.698
O 6.987 0.275 3.964
Be 2.524 6.644 -2.516
O -5.886 -0.083 -7.437
C -5.132 -0.231 -6.521
O -4.929 0.709 -5.573
C -3.893 0.293 -4.668
C -3.843 -1.225 -4.795
C -4.244 -1.435 -6.255
H -2.956 0.770 -4.975
H -4.139 0.624 -3.651
H -2.875 -1.649 -4.536
H -4.590 -1.674 -4.140
H -3.386 -1.392 -6.927
H -4.793 -2.360 -6.408
C 4.372 -1.830 -1.782
C 4.145 -0.727 -0.757
C 5.118 0.422 -0.965
O 4.285 -1.259 0.556
H 5.379 -2.241 -1.688
H 3.674 -2.654 -1.618
H 4.247 -1.455 -2.801
H 3.121 -0.356 -0.831
H 6.149 0.078 -0.847
H 4.952 1.199 -0.219
H 5.007 0.859 -1.961
H 5.185 -1.593 0.640
F -4.720 2.087 -2.411
O 3.972 3.437 -2.868
H 3.577 2.757 -3.437
```

Molecular formula: C2H2F6NO11P2ReS2
Method: DFT, wB97M-V/def2-TZVPD

The expectation value of S² is 0.7633. The spin multiplicity is 2. As for the net charge: +1. For the calculated total energy, the calculation gives -3116.25181 hartree. For the molecular weight, the calculation gives 642.31 g/mol. Its energy above the lowest of the compared OMol25 structures with the same formula, charge and spin is 1.515 eV.

Geometry as XYZ:
```
27
C2H2F6NO11P2ReS2, DFT wB97M-V/def2-TZVPD
Re -0.038 -0.035 0.043
F -4.439 -0.623 -2.224
C -3.718 0.092 -1.393
F -3.300 -0.658 -0.378
F -4.363 1.145 -0.961
S -2.228 0.688 -2.322
O -1.198 0.990 -1.235
O -2.598 1.815 -3.079
N -1.737 -0.529 -3.153
S -0.585 -1.509 -2.785
O -0.334 -1.463 -1.256
O 0.602 -1.433 -3.542
C -1.388 -3.178 -2.943
F -0.452 -4.075 -2.757
F -1.896 -3.242 -4.146
F -2.326 -3.259 -2.017
O 0.566 -2.704 2.816
P 1.278 -1.317 2.675
O 2.601 -1.143 3.219
O 1.139 -1.008 1.069
O 0.112 -0.312 3.186
P 0.185 1.282 2.938
O -1.114 1.815 3.591
O 1.421 1.960 3.217
O -0.124 1.279 1.295
H 1.088 -3.342 3.326
H -1.899 1.253 3.642
```

Molecular formula: C2H2O2PRh
Method: DFT, wB97M-V/def2-TZVPD

The expectation value of S² is 6.0084. The spin multiplicity is 5. As for the net charge: +2. For the calculated total energy, the calculation gives -678.90241 hartree. For the molecular weight, the calculation gives 191.92 g/mol.

Geometry as XYZ:
```
8
C2H2O2PRh, DFT wB97M-V/def2-TZVPD
P 3.693 0.511 1.104
O 2.568 0.286 0.009
O -1.718 0.107 1.801
C -1.528 0.002 0.679
C -1.140 -0.220 -0.606
Rh 1.004 0.042 -0.824
H -1.566 0.542 -1.276
H -1.313 -1.271 -0.887
```

Molecular formula: C28H58B2F6N6O9PS
Method: DFT, wB97M-V/def2-TZVPD

As for the net charge: +1. For the calculated total energy, the calculation gives -3495.52072 hartree. For the molecular weight, the calculation gives 821.46 g/mol.

Geometry as XYZ:
```
111
C28H58B2F6N6O9PS, DFT wB97M-V/def2-TZVPD
C 1.891 -4.506 -1.525
C 0.439 -4.645 -1.049
C 0.202 -3.798 0.227
C -0.928 -2.763 0.074
C -1.692 -2.554 1.398
C -1.775 -1.102 1.923
C -0.360 -0.495 1.886
N -0.046 0.681 2.776
C -0.881 1.855 2.293
C -0.537 2.634 1.039
C -0.942 2.010 -0.303
C -1.432 3.089 -1.273
C -0.665 0.377 4.114
F -0.423 1.426 4.971
C -0.145 -0.897 4.737
B -0.513 -1.048 6.310
O -1.636 -0.447 6.833
O 0.265 -1.812 7.114
C -0.103 -3.199 7.036
C 1.141 -4.067 6.800
O 1.219 -1.169 4.393
C 2.027 -0.076 4.111
N 3.209 -0.736 3.668
S 2.564 0.536 5.835
O 2.904 -0.720 6.452
O 1.631 1.205 6.700
C 4.210 1.443 5.997
F 4.124 2.744 5.719
F 4.418 1.352 7.310
F 5.229 0.844 5.396
C 1.452 0.881 2.959
B 2.153 0.527 1.476
O 2.108 1.505 0.538
C 2.670 -0.848 0.907
C 4.212 -0.720 0.713
N 1.887 2.273 3.225
C 1.233 3.325 3.942
O 0.570 4.150 3.425
F 1.479 3.442 5.220
C 3.148 2.726 2.781
O 3.288 3.664 2.092
F 4.216 2.011 3.130
H 2.223 -3.468 -1.484
H 2.030 -4.878 -2.538
H 2.550 -5.083 -0.878
H 0.332 -5.696 -0.784
H -0.266 -4.413 -1.843
H 1.149 -3.310 0.458
H -0.006 -4.488 1.042
H -1.622 -3.227 -0.625
H -0.570 -1.855 -0.409
H -2.688 -2.986 1.374
H -1.165 -3.102 2.186
H -2.461 -0.585 1.252
H -2.280 -1.190 2.881
H -0.275 -0.213 0.843
H 0.296 -1.335 2.096
H -1.901 1.498 2.149
H -1.041 2.588 3.075
H 0.456 3.068 1.020
H -1.165 3.526 1.099
H -0.126 1.492 -0.812
H -1.759 1.290 -0.199
H -1.822 2.662 -2.193
H -0.602 3.757 -1.497
H -2.202 3.703 -0.806
H -1.745 0.406 4.039
H -0.734 -1.713 4.299
H -2.455 -0.736 6.417
H -0.800 -3.393 6.214
H -0.547 -3.508 7.978
H 2.046 -3.477 6.902
H 1.141 -4.912 7.482
H 1.128 -4.482 5.792
H 4.017 -0.149 3.530
H 3.354 -1.605 4.158
H 1.767 1.172 -0.299
H 2.273 -1.051 -0.094
H 2.415 -1.722 1.497
H 4.694 -0.097 1.460
H 4.645 -1.714 0.659
H 4.394 -0.257 -0.254
O -2.023 1.886 -5.017
P -2.461 1.461 -6.394
N -1.145 0.471 -6.918
C 0.166 0.997 -7.259
C -1.030 -0.763 -6.144
N -2.527 3.019 -7.165
C -1.328 3.699 -7.631
C -3.373 3.937 -6.415
N -3.620 0.827 -7.542
C -4.626 -0.095 -7.006
C -3.198 0.477 -8.871
H 0.827 0.173 -7.535
H 0.633 1.547 -6.431
H 0.124 1.641 -8.133
H -0.965 -1.627 -6.814
H -1.900 -0.918 -5.501
H -0.151 -0.755 -5.493
H -0.539 3.762 -6.870
H -1.578 4.714 -7.941
H -0.929 3.216 -8.523
H -2.868 4.333 -5.525
H -4.287 3.435 -6.083
H -3.674 4.772 -7.049
H -4.216 -1.095 -6.799
H -5.456 -0.205 -7.705
H -5.038 0.299 -6.074
H -2.690 -0.493 -8.918
H -2.538 1.234 -9.291
H -4.083 0.437 -9.512
```

Molecular formula: C12H20F3N6O5PdS2
Method: DFT, wB97M-V/def2-TZVPD

As for the net charge: +1. For the calculated total energy, the calculation gives -2397.67749 hartree. For the molecular weight, the calculation gives 555.88 g/mol. Its energy above the lowest of the compared OMol25 structures with the same formula, charge and spin is 0.000 eV.

Geometry as XYZ:
```
49
C12H20F3N6O5PdS2, DFT wB97M-V/def2-TZVPD
Pd 0.712 -1.581 -0.591
F -0.446 -4.861 0.225
C -1.007 -4.379 1.331
F -2.305 -4.646 1.315
F -0.447 -4.946 2.391
S -0.754 -2.559 1.407
O -1.375 -2.126 2.613
O 0.734 -2.391 1.335
O -1.300 -2.043 0.136
C 0.839 2.964 1.806
C 0.636 1.714 0.917
N -0.027 0.660 1.680
C -1.379 1.072 2.029
C -1.338 2.403 2.825
N 0.112 2.713 3.097
C 0.758 1.572 3.831
C 0.740 0.352 2.881
H 0.421 3.871 1.373
H 1.883 3.137 2.060
H 1.600 1.348 0.575
H 0.023 1.945 0.049
H -1.844 0.283 2.618
H -1.951 1.192 1.111
H -1.840 2.340 3.789
H -1.745 3.248 2.272
H 0.166 3.547 3.676
H 0.177 1.413 4.738
H 1.762 1.893 4.102
H 0.286 -0.500 3.381
H 1.751 0.083 2.580
O 3.376 0.116 0.830
S 3.722 -0.909 -0.154
N 2.649 -1.654 -0.871
C -2.068 1.465 -3.890
N -1.041 0.428 -3.825
C -0.579 -0.195 -4.935
C 0.368 -1.151 -4.871
C 0.860 -1.508 -3.582
N 0.377 -0.910 -2.487
C -0.568 0.094 -2.560
O -0.992 0.665 -1.575
N 1.802 -2.436 -3.449
H -2.348 1.609 -4.930
H -1.683 2.396 -3.479
H -2.938 1.162 -3.312
H -1.006 0.131 -5.873
H 0.745 -1.630 -5.760
H 2.201 -2.853 -4.271
H 2.281 -2.539 -2.558
```

Molecular formula: C4H14NO2
Method: DFT, wB97M-V/def2-TZVPD

As for the net charge: +1. For the calculated total energy, the calculation gives -365.75488 hartree. For the molecular weight, the calculation gives 108.16 g/mol. Its energy above the lowest of the compared OMol25 structures with the same formula, charge and spin is 2.064 eV.

Geometry as XYZ:
```
21
C4H14NO2, DFT wB97M-V/def2-TZVPD
C -0.639 -0.262 1.959
C -0.190 -0.353 0.416
C -0.884 0.767 -0.363
C -0.740 2.209 0.008
O -0.619 0.689 -1.827
N 1.337 -0.303 -0.089
H -1.533 0.293 2.045
H -0.023 0.195 2.663
H -1.069 -1.251 2.281
H -0.445 -1.329 -0.039
H -1.925 0.555 -0.093
H -0.847 2.357 1.058
H -1.691 2.652 -0.337
H 0.121 2.552 -0.516
H -1.377 1.100 -2.218
H 1.510 -1.375 -0.476
H 2.063 -0.164 0.686
H 1.495 0.418 -0.817
H 2.301 -2.572 -1.953
H 1.605 -3.504 -0.954
O 1.551 -2.673 -1.435
```

Molecular formula: C4H26N2O10
Method: DFT, wB97M-V/def2-TZVPD

For the calculated total energy, the calculation gives -1029.88901 hartree. The SMILES is NCCCNC(=O)O.O.O.O.O.O.O.O.O. For the molecular weight, the calculation gives 262.26 g/mol. Its energy above the lowest of the compared OMol25 structures with the same formula, charge and spin is 3.446 eV.

Geometry as XYZ:
```
42
C4H26N2O10, DFT wB97M-V/def2-TZVPD
C 1.503 -0.990 0.716
C 0.563 -2.009 0.102
C -0.788 -2.040 0.827
N -1.325 -0.648 0.694
N 2.522 -0.580 -0.296
C 3.272 0.517 -0.142
O 3.377 1.028 1.088
O 4.004 0.953 -1.041
H 2.071 -1.450 1.535
H 1.054 -0.118 1.173
H 0.977 -3.000 -0.091
H 0.290 -1.611 -0.892
H -1.421 -2.877 0.522
H -0.679 -2.093 1.912
H -2.322 -0.668 0.897
H -1.401 -0.311 -0.267
H 2.053 -0.792 -1.167
H 4.078 1.675 0.965
H 3.017 0.777 -2.310
H 2.385 1.206 -3.583
O 2.369 0.458 -2.979
H 0.648 1.917 2.318
H -0.222 1.275 1.397
O -0.107 2.160 1.779
H -0.492 -0.574 3.069
H -0.187 0.069 4.484
O 0.086 -0.005 3.567
H -1.822 0.810 -2.170
H -0.612 1.808 -2.540
O -1.527 1.560 -2.696
H 0.845 -1.953 -3.237
H 0.695 -0.510 -3.581
O 0.176 -1.264 -3.257
H -2.436 2.885 0.527
H -2.990 3.877 -0.319
O -2.755 3.782 0.611
H -1.465 -1.159 -1.511
H -1.801 -1.819 -2.736
O -2.255 -1.371 -2.013
H -3.023 1.081 3.346
H -3.014 -0.438 2.588
O -3.343 0.438 2.714
```

Molecular formula: C3H2N2O2
Method: DFT, wB97M-V/def2-TZVPD

For the calculated total energy, the calculation gives -375.45586 hartree. The SMILES is [H]/N=C(/C#N)OC=O. For the molecular weight, the calculation gives 98.06 g/mol. Its energy above the lowest of the compared OMol25 structures with the same formula, charge and spin is 1.515 eV.

Geometry as XYZ:
```
9
C3H2N2O2, DFT wB97M-V/def2-TZVPD
N 1.800 -0.504 -1.151
C 0.721 -0.252 -0.556
O 0.414 0.766 0.314
C -0.829 0.707 1.016
O -1.642 1.556 0.883
C -0.509 -1.012 -0.739
N -1.626 -1.238 -0.538
H 2.578 0.121 -0.937
H -0.907 -0.145 1.708
```

Q: Look up the molecular weight of the third one.
A: 191.92 g/mol

Q: Number 6 is which compound?
A: C4H14NO2